Formula: C13H39N3O11S5
Source: the OMol25 dataset
Level of theory: ωB97M-V with the def2-TZVPD basis set

Each line ends with the Mulliken charge.
Cartesian coordinates (Å):
C: -2.367 -5.281 -1.358  -0.55
N: -2.109 -6.480 -2.157  0.89
O: -2.278 -7.525 -1.635  -0.52
O: -1.796 -6.371 -3.349  -0.55
H: -3.452 -5.195 -1.292  0.32
H: -2.022 -4.378 -1.861  0.23
H: -1.801 -5.342 -0.429  0.16
C: -0.772 -0.225 0.483  -0.63
N: -0.878 -1.217 -0.573  1.11
O: -1.041 -0.809 -1.747  -0.54
O: -0.745 -2.393 -0.226  -0.50
H: 0.212 -0.380 0.925  -0.26
H: -1.538 -0.355 1.248  0.40
H: -0.872 0.777 0.064  0.38
C: -4.371 0.689 -0.855  -0.52
N: -4.881 0.365 0.510  0.93
O: -5.224 -0.811 0.700  -0.52
O: -5.170 1.304 1.272  -0.52
H: -4.617 1.718 -1.117  0.30
H: -4.691 0.006 -1.642  0.30
H: -3.313 0.478 -0.704  0.04
C: 4.742 -0.165 0.345  -0.81
S: 3.359 -0.716 -0.722  0.37
O: 2.357 -1.343 0.280  -0.51
C: 2.642 0.950 -0.992  -0.44
H: 4.386 0.458 1.165  0.06
H: 5.396 0.475 -0.248  0.41
H: 5.294 -1.059 0.636  0.36
H: 1.673 0.845 -1.479  -0.11
H: 3.252 1.569 -1.650  0.57
H: 2.465 1.535 -0.089  0.09
C: -0.015 -0.598 -5.254  -0.91
S: 1.475 0.170 -4.440  0.68
O: 0.967 1.467 -3.814  -0.60
C: 2.230 0.840 -6.001  -1.08
H: 0.334 -1.355 -5.955  0.40
H: -0.639 0.154 -5.737  0.31
H: -0.576 -1.046 -4.433  0.23
H: 1.611 1.608 -6.464  0.32
H: 2.264 0.078 -6.779  0.36
H: 3.252 1.218 -5.959  0.33
C: 1.128 3.242 4.324  -1.06
S: 0.747 1.706 3.451  0.51
O: 0.202 2.111 2.090  -0.48
C: 2.432 1.078 3.140  -1.12
H: 0.225 3.852 4.337  0.36
H: 1.804 3.759 3.643  0.29
H: 1.543 3.004 5.303  0.40
H: 2.980 0.944 4.073  0.56
H: 3.011 1.854 2.640  0.45
H: 2.619 0.139 2.619  0.17
C: 0.348 -1.845 3.563  -0.44
S: 0.592 -3.650 3.812  0.38
O: -0.647 -4.220 4.545  -0.63
C: 0.264 -4.139 2.062  -0.89
H: 0.574 -1.321 4.491  0.42
H: -0.704 -1.648 3.353  0.30
H: 0.975 -1.466 2.757  -0.18
H: 0.186 -5.225 2.004  0.48
H: 0.954 -3.872 1.261  0.38
H: -0.768 -3.849 1.864  0.17
C: 0.099 4.521 -0.138  -0.71
S: -0.727 4.946 1.446  0.57
O: -0.906 6.449 1.406  -0.71
C: -2.411 4.233 1.185  -0.57
H: 1.100 4.951 -0.105  0.34
H: -0.469 4.996 -0.938  0.39
H: 0.225 3.452 -0.310  0.00
H: -2.881 4.362 2.160  0.33
H: -2.232 3.211 0.849  -0.10
H: -3.005 4.769 0.445  0.42

Max |F|: 3.69 eV/Å
HOMO level: -0.318 Eh
Total energy: -95268.630 eV
E_LUMO: -0.33 eV
Frontier orbital gap: 8.32 eV

***

Formula: C7H8N4O
Source: the OMol25 dataset
Level of theory: ωB97M-V with the def2-TZVPD basis set

Each line ends with the Mulliken charge.
Cartesian coordinates (Å):
C: 2.592 -0.548 0.059  0.43
C: 0.549 1.243 -0.173  0.41
C: -0.848 0.413 -0.253  0.52
C: -2.046 1.171 0.339  -0.42
C: -3.234 0.308 0.494  -0.25
C: -3.146 -0.977 -0.102  -0.29
C: -1.950 -1.520 -0.378  -0.20
H: 2.059 -2.497 0.815  0.34
H: 0.682 -1.580 0.436  0.34
H: 4.193 -1.321 0.789  0.29
H: 2.653 1.432 -0.207  0.38
H: -1.876 2.297 0.500  0.35
H: -4.114 0.775 1.119  0.30
H: -4.055 -1.713 -0.365  0.24
H: -2.016 -2.496 -0.709  0.40
N: 1.735 -1.409 0.865  -0.59
N: 3.848 -0.545 -0.092  -0.61
N: 1.746 0.682 -0.655  -0.39
N: -0.777 -0.906 -0.569  -0.62
O: 0.638 2.477 0.108  -0.63

Energy above the lowest of the compared OMol25 structures with the same formula, charge and spin: 117.8 kcal/mol
Max |F|: 6.91 eV/Å
HOMO level: -0.354 Eh
Total energy: -15391.769 eV
E_LUMO: -0.44 eV
Frontier orbital gap: 9.18 eV
SMILES string: [H]/N=C(\N)NC(=O)c1ccccn1

***

Formula: C42H76N6OS
Source: the OMol25 dataset
Level of theory: ωB97M-V with the def2-TZVPD basis set

Each line ends with the Mulliken charge.
Cartesian coordinates (Å):
C: 1.886 4.192 4.367  -1.35
C: 0.479 3.814 4.805  -0.13
C: 0.379 2.553 5.681  -0.21
C: 1.388 1.435 5.395  -1.59
C: 1.483 0.934 3.943  -0.55
C: 0.166 0.892 3.152  -0.37
C: -1.003 0.179 3.865  -0.98
C: -2.318 0.991 3.801  -0.58
C: -3.446 0.369 2.959  -1.42
C: -2.959 -0.279 1.657  0.39
C: -4.018 -0.254 0.568  -1.02
C: -3.555 -1.014 -0.686  -0.98
C: -3.285 -2.508 -0.455  -0.99
C: -1.787 -2.783 -0.386  -0.20
C: -1.463 -4.203 0.111  -0.80
C: -0.381 -4.852 -0.766  -1.04
C: 0.899 -4.031 -0.804  -0.43
C: 1.421 -3.714 0.608  -0.03
C: 2.922 -3.324 0.575  -0.45
C: 3.124 -2.026 1.363  -0.85
C: 4.518 -1.784 1.924  0.35
N: 5.116 -3.027 2.423  -0.70
C: 5.457 -1.045 0.914  -0.83
S: 6.898 -2.037 0.313  -0.14
O: 4.704 -0.554 -0.155  -0.20
C: 5.365 0.387 -0.968  -0.81
N: 4.519 1.563 -1.111  -0.25
C: 3.418 1.330 -2.087  -0.76
C: 2.129 1.929 -1.531  0.30
C: 2.263 3.441 -1.446  -1.51
H: 1.859 5.220 4.012  0.49
H: 2.269 3.600 3.546  0.22
H: 2.549 4.196 5.226  0.27
H: -0.219 3.759 3.976  0.15
H: 0.118 4.640 5.416  0.29
H: -0.622 2.141 5.704  -0.01
H: 0.574 2.880 6.702  0.51
H: 2.384 1.763 5.684  0.50
H: 1.163 0.590 6.038  0.53
H: 1.842 -0.093 3.990  0.07
H: 2.232 1.467 3.368  0.40
H: 0.376 0.327 2.244  0.44
H: -0.074 1.897 2.823  0.30
H: -0.782 0.032 4.915  0.67
H: -1.109 -0.806 3.424  0.51
H: -2.159 1.997 3.425  0.32
H: -2.685 1.122 4.817  0.33
H: -4.028 -0.335 3.549  0.36
H: -4.134 1.163 2.672  0.39
H: -2.057 0.229 1.325  0.13
H: -2.706 -1.305 1.894  0.13
H: -4.182 0.782 0.284  0.45
H: -4.925 -0.735 0.928  0.31
H: -2.660 -0.557 -1.102  0.49
H: -4.334 -0.896 -1.439  0.35
H: -3.718 -3.067 -1.280  0.36
H: -3.742 -2.837 0.476  0.51
H: -1.435 -2.735 -1.413  0.51
H: -1.280 -2.030 0.204  0.06
H: -1.140 -4.203 1.150  0.24
H: -2.354 -4.820 0.037  0.57
H: -0.812 -4.953 -1.762  0.19
H: -0.173 -5.869 -0.442  0.43
H: 0.742 -3.079 -1.296  0.12
H: 1.688 -4.590 -1.297  0.59
H: 0.828 -2.937 1.085  -0.13
H: 1.300 -4.618 1.204  0.28
H: 3.207 -3.188 -0.463  0.34
H: 3.463 -4.149 1.013  0.24
H: 2.787 -1.192 0.759  -0.01
H: 2.449 -2.062 2.215  0.55
H: 4.419 -1.123 2.787  0.34
H: 4.397 -3.624 2.810  0.22
H: 5.814 -2.805 3.120  0.27
H: 5.888 -0.202 1.452  0.53
H: 7.789 -1.720 1.264  0.13
H: 6.319 0.700 -0.557  0.45
H: 5.573 -0.046 -1.951  0.38
H: 5.108 2.288 -1.506  0.28
H: 3.640 1.788 -3.053  0.45
H: 3.310 0.255 -2.190  0.33
H: 1.269 1.625 -2.123  0.30
H: 2.043 1.536 -0.522  -0.18
H: 3.051 3.733 -0.762  0.42
H: 1.347 3.890 -1.070  0.40
H: 2.434 3.848 -2.440  0.32
N: -1.682 2.564 -5.013  0.01
C: -1.692 1.696 -6.069  -0.66
C: -0.417 1.223 -6.233  -0.82
C: 0.393 1.829 -5.234  -0.35
C: -0.418 2.648 -4.496  -0.53
H: -2.481 3.064 -4.668  0.19
H: -2.600 1.490 -6.610  0.41
H: -0.099 0.517 -6.983  0.78
H: 1.448 1.679 -5.075  0.47
H: -0.205 3.282 -3.652  0.46
N: -2.235 4.978 7.925  0.01
C: -2.334 5.107 9.284  -0.56
C: -3.098 4.071 9.749  -0.43
C: -3.472 3.283 8.626  -0.45
C: -2.922 3.868 7.517  -0.46
H: -1.734 5.602 7.319  0.23
H: -1.855 5.922 9.800  0.39
H: -3.360 3.895 10.779  0.39
H: -4.074 2.390 8.633  0.41
H: -2.961 3.592 6.477  0.47
N: 0.903 1.219 -9.457  0.07
C: -0.073 0.430 -9.999  -0.20
C: 0.333 0.060 -11.254  -0.61
C: 1.607 0.648 -11.476  -0.38
C: 1.931 1.355 -10.348  -0.56
H: 0.868 1.637 -8.544  0.24
H: -0.969 0.200 -9.448  0.34
H: -0.220 -0.563 -11.936  0.39
H: 2.215 0.561 -12.360  0.39
H: 2.801 1.941 -10.105  0.37
N: -5.814 -3.637 -4.881  0.02
C: -6.127 -4.895 -4.442  -0.45
C: -4.986 -5.458 -3.936  -0.58
C: -3.945 -4.500 -4.074  -0.14
C: -4.488 -3.387 -4.658  -0.79
H: -6.460 -2.996 -5.304  0.18
H: -7.129 -5.279 -4.527  0.39
H: -4.905 -6.445 -3.514  0.38
H: -2.916 -4.616 -3.777  0.48
H: -4.047 -2.444 -4.933  0.51

Max |F|: 1.29 eV/Å
HOMO level: -0.301 Eh
Total energy: -66608.258 eV
E_LUMO: 0.42 eV
Frontier orbital gap: 8.62 eV
SMILES string: CCCCCCCCCCCCCCCCCCCC[C@@H](N)[C@@H](S)OCNCCC.c1cc[nH]c1.c1cc[nH]c1.c1cc[nH]c1.c1cc[nH]c1

***

Formula: C15H35Br2N2S
Source: the OMol25 dataset
Level of theory: ωB97M-V with the def2-TZVPD basis set

Each line ends with the Mulliken charge.
Cartesian coordinates (Å):
C: -6.930 -0.989 1.889  -0.95
C: -6.166 -1.731 0.722  0.32
Br: -7.081 -3.343 0.031  -0.02
C: -4.942 -1.332 0.183  0.21
S: -4.036 0.127 0.831  -0.10
Br: -4.143 -2.372 -1.301  0.01
H: -8.005 -0.906 1.553  0.35
H: -6.569 0.073 2.044  0.23
H: -6.813 -1.521 2.874  0.32
H: -3.388 -0.367 1.969  0.35
H: -4.895 1.087 1.331  0.28
C: 0.126 4.162 3.209  -1.40
C: 1.152 3.050 3.037  -0.28
N: 0.590 1.713 3.174  0.23
C: 1.599 0.667 3.313  -0.86
C: 2.543 0.430 2.134  -0.61
C: -0.519 1.393 2.291  -0.84
C: -0.291 1.515 0.785  -0.52
H: -0.413 4.059 4.153  0.33
H: 0.628 5.132 3.215  0.43
H: -0.601 4.179 2.392  0.25
H: 1.909 3.190 3.814  0.47
H: 1.665 3.182 2.075  0.24
H: 1.108 -0.277 3.568  0.36
H: 2.211 0.909 4.189  0.38
H: 2.043 -0.084 1.312  -0.10
H: 3.371 -0.210 2.451  0.49
H: 2.977 1.357 1.754  0.29
H: -1.364 2.041 2.558  0.30
H: -0.878 0.380 2.513  0.26
H: 0.214 2.442 0.510  0.29
H: -1.257 1.508 0.266  0.40
H: 0.285 0.677 0.393  -0.07
C: 0.197 -3.002 -3.100  -1.39
C: 0.902 -1.825 -2.438  -0.15
N: 2.352 -1.929 -2.457  0.09
C: 3.014 -0.977 -1.572  -0.64
C: 2.858 0.512 -1.883  -0.97
C: 2.966 -2.095 -3.770  -0.73
C: 2.685 -1.028 -4.829  -0.94
H: 0.527 -3.951 -2.671  0.35
H: -0.882 -2.921 -2.944  0.28
H: 0.369 -3.029 -4.178  0.33
H: 0.569 -1.798 -1.394  0.31
H: 0.552 -0.892 -2.902  0.24
H: 4.080 -1.216 -1.518  0.33
H: 2.637 -1.149 -0.556  0.31
H: 3.457 0.811 -2.743  0.35
H: 3.208 1.103 -1.032  0.36
H: 1.818 0.793 -2.066  0.20
H: 2.649 -3.062 -4.174  0.41
H: 4.049 -2.197 -3.652  0.36
H: 1.627 -0.762 -4.886  0.24
H: 2.976 -1.404 -5.813  0.38
H: 3.262 -0.120 -4.654  0.26

Max |F|: 2.71 eV/Å
Net charge: +1
HOMO level: -0.364 Eh
Total energy: -170012.651 eV
E_LUMO: -4.67 eV
Frontier orbital gap: 5.22 eV

***

Formula: C22H37Si3
Source: the OMol25 dataset
Level of theory: ωB97M-V with the def2-TZVPD basis set

Each line ends with the Mulliken charge.
Cartesian coordinates (Å):
C: -0.035 -3.527 -1.136  -1.26
Si: -1.025 -2.008 -0.654  0.07
C: -2.701 -2.550 -0.003  -1.24
H: -0.291 -1.395 0.538  -0.02
C: -1.156 -0.716 -2.071  0.15
Si: 0.560 -0.264 -2.760  0.13
C: 1.762 0.254 -1.422  -0.86
C: 1.307 -1.731 -3.660  -1.21
C: 0.526 1.121 -4.018  -1.18
Si: -2.200 0.781 -1.513  0.13
C: -1.668 1.525 0.132  -0.76
C: -2.234 2.145 -2.798  -1.16
C: -3.997 0.242 -1.375  -1.21
H: 0.036 -3.633 -2.227  0.32
H: 0.985 -3.469 -0.721  0.33
H: -0.520 -4.426 -0.726  0.38
H: -3.501 -2.339 -0.726  0.33
H: -2.684 -3.632 0.195  0.38
H: -2.935 -2.033 0.942  0.32
H: -1.707 -1.196 -2.904  0.36
H: 2.805 0.141 -1.761  0.47
H: 1.632 1.309 -1.141  0.30
H: 1.655 -0.355 -0.518  0.10
H: 1.989 -1.344 -4.433  0.38
H: 1.884 -2.388 -2.996  0.34
H: 0.532 -2.328 -4.158  0.34
H: 1.380 0.970 -4.695  0.40
H: -0.388 1.110 -4.620  0.31
H: 0.633 2.111 -3.554  0.31
H: -2.489 2.128 0.556  0.52
H: -1.413 0.767 0.882  -0.04
H: -0.802 2.196 0.031  0.35
H: -3.204 2.658 -2.713  0.41
H: -1.443 2.890 -2.643  0.31
H: -2.152 1.755 -3.819  0.29
H: -4.636 1.109 -1.602  0.39
H: -4.232 -0.548 -2.101  0.32
H: -4.258 -0.119 -0.372  0.33
C: 0.960 -0.436 2.636  -0.67
C: 2.313 -0.263 2.205  1.32
C: 3.296 -1.207 2.623  -0.57
C: 4.619 -1.099 2.216  -0.63
C: 5.022 -0.060 1.362  -0.51
C: 4.084 0.902 0.978  -0.57
C: 2.754 0.822 1.391  0.05
C: 0.151 0.572 3.222  0.91
C: -0.841 0.163 4.172  -0.64
C: -1.797 1.062 4.619  -0.57
C: -1.844 2.368 4.104  -0.34
C: -0.794 2.832 3.295  -0.69
C: 0.266 1.982 2.973  -0.22
H: 0.632 -1.467 2.803  0.37
H: 2.993 -2.006 3.314  0.42
H: 5.351 -1.828 2.563  0.41
H: 6.059 0.014 1.026  0.42
H: 4.404 1.716 0.320  0.44
H: 2.025 1.542 1.020  -0.16
H: -0.822 -0.864 4.553  0.43
H: -2.532 0.740 5.358  0.40
H: -2.666 3.041 4.359  0.45
H: -0.822 3.861 2.919  0.42
H: 1.172 2.401 2.528  0.66

Max |F|: 2.05 eV/Å
Net charge: +1
HOMO level: -0.441 Eh
Total energy: -47042.163 eV
E_LUMO: -5.87 eV
Frontier orbital gap: 6.12 eV

***

Formula: C4H12N5O
Source: the OMol25 dataset
Level of theory: ωB97M-V with the def2-TZVPD basis set

Each line ends with the Mulliken charge.
Cartesian coordinates (Å):
C: -0.844 0.093 0.341  0.14
C: -0.520 -1.159 -0.116  0.24
C: 0.033 1.404 0.224  -0.05
C: 1.918 -0.163 -0.307  -0.47
N: 1.223 0.965 -0.564  -0.25
N: -2.155 0.416 0.848  -0.50
N: -1.357 -2.242 0.074  -0.58
N: -0.658 2.481 -0.375  -0.61
N: 0.941 -1.475 -0.486  -0.18
O: 2.529 -0.526 0.911  -0.51
H: 0.314 1.762 1.177  0.33
H: 2.609 -0.432 -1.027  0.61
H: 1.375 1.588 -1.360  0.29
H: -2.886 -0.300 0.856  0.13
H: -2.217 1.094 1.605  0.22
H: -1.220 -3.069 -0.630  0.26
H: -2.307 -2.002 0.124  0.20
H: -0.084 3.319 -0.264  0.26
H: -1.064 2.350 -1.324  0.28
H: 1.236 -2.323 0.097  0.41
H: 0.980 -1.838 -1.435  0.39
H: 2.154 0.058 1.629  0.36

Energy above the lowest of the compared OMol25 structures with the same formula, charge and spin: 0.0 kcal/mol
Max |F|: 4.29 eV/Å
Net charge: +1
HOMO level: -0.428 Eh
Total energy: -13832.763 eV
E_LUMO: -3.04 eV
Frontier orbital gap: 8.60 eV
SMILES string: NC1=C(N)[C@H](N)N[C@@H](O)[NH2+]1

***

Formula: CH6O3
Source: the OMol25 dataset
Level of theory: ωB97M-V with the def2-TZVPD basis set

Each line ends with the Mulliken charge.
Cartesian coordinates (Å):
O: -0.755 -0.290 -1.225  -0.34
C: 0.191 0.410 -0.655  -0.19
H: 0.126 1.444 -1.009  0.30
H: 0.075 0.400 0.499  0.31
H: -2.133 -1.329 1.340  0.26
H: -1.291 -0.646 -0.368  0.47
O: -1.613 -0.635 0.919  -0.73
H: 1.271 -0.004 -0.698  0.24
H: 2.902 0.792 1.185  0.26
O: 2.142 0.635 0.599  -0.58

Energy above the lowest of the compared OMol25 structures with the same formula, charge and spin: 176.8 kcal/mol
Max |F|: 3.11 eV/Å
HOMO level: -0.375 Eh
Total energy: -7268.313 eV
E_LUMO: -4.70 eV
Frontier orbital gap: 5.50 eV

***

Formula: C27H21AsF5MoN4O3
Source: the OMol25 dataset
Level of theory: ωB97M-V with the def2-TZVPD basis set

Each line ends with the Mulliken charge.
Cartesian coordinates (Å):
Mo: -0.040 -0.318 -0.044  0.24
O: -0.427 2.675 2.310  -0.43
C: -0.887 1.875 1.564  -0.72
N: -0.616 0.475 1.580  1.81
C: -1.241 -0.241 2.558  0.02
C: -1.660 0.194 3.826  -0.80
C: -2.301 -0.710 4.654  -0.86
C: -2.565 -2.008 4.220  -0.61
C: -2.204 -2.439 2.941  -1.14
C: -1.527 -1.565 2.110  0.87
N: -1.056 -1.736 0.795  0.61
C: -1.558 -2.812 0.051  0.03
O: -2.453 -3.545 0.354  -0.52
C: -0.766 -2.908 -1.220  0.44
C: -0.936 -3.934 -2.137  -0.81
C: -0.038 -4.021 -3.198  -0.39
C: 1.020 -3.117 -3.254  -1.25
C: 1.111 -2.115 -2.302  -0.08
N: 0.203 -1.968 -1.319  0.21
C: -1.899 2.096 0.484  1.14
C: -2.764 3.178 0.529  -0.97
C: -3.771 3.251 -0.430  -0.48
C: -3.832 2.270 -1.408  -0.88
C: -2.880 1.253 -1.412  -0.30
N: -1.949 1.144 -0.470  0.41
H: -1.465 1.209 4.143  0.59
H: -2.603 -0.417 5.647  0.51
H: -3.072 -2.698 4.877  0.49
H: -2.466 -3.432 2.612  0.57
H: -1.742 -4.642 -1.996  0.59
H: -0.136 -4.804 -3.937  0.50
H: 1.772 -3.195 -4.026  0.50
H: 1.949 -1.423 -2.313  0.72
H: -2.655 3.924 1.304  0.57
H: -4.490 4.057 -0.397  0.52
H: -4.608 2.287 -2.158  0.47
H: -2.879 0.498 -2.188  0.56
F: 2.444 4.852 -4.332  -0.22
C: 2.012 3.931 -3.511  0.50
C: 1.769 2.631 -3.990  0.03
F: 1.966 2.337 -5.253  -0.23
C: 1.297 1.668 -3.108  0.47
F: 0.973 0.418 -3.488  -0.23
C: 1.087 1.953 -1.749  -0.35
O: 0.675 0.992 -0.935  0.11
C: 1.294 3.267 -1.301  0.12
F: 1.013 3.501 -0.014  -0.30
C: 1.753 4.256 -2.168  -0.01
F: 1.930 5.482 -1.740  -0.23
C: 2.638 0.623 2.347  -1.18
As: 2.236 -0.803 1.077  1.12
C: 3.781 -0.860 -0.123  -1.22
C: 2.482 -2.432 2.125  -1.19
H: 3.717 0.669 2.538  0.53
H: 2.134 0.424 3.300  0.35
H: 2.310 1.602 1.980  0.30
H: 3.759 -1.766 -0.737  0.40
H: 4.692 -0.892 0.490  0.48
H: 3.825 0.035 -0.756  0.37
H: 3.453 -2.361 2.632  0.47
H: 2.489 -3.317 1.482  0.40
H: 1.701 -2.549 2.882  0.38

Max |F|: 2.52 eV/Å
Net charge: +3
HOMO level (alpha / beta): -0.636 / -0.636 Eh
Total energy: -116696.114 eV
E_LUMO (alpha / beta): -12.20 / -12.20 eV
Frontier orbital gap (alpha / beta): 5.11 / 5.11 eV